Entry 1:
{"formula": "C4H10N2O", "method": "the ωB97M-V functional and the def2-TZVPD basis", "relative_energy_kcal_mol": 44.2, "homo_lumo_gap_ev": 9.656, "energy_ev": -9337.069, "e_lumo_ev": 0.94, "smiles": "NCNCCC=O", "charge": 0, "symbols": ["N", "C", "N", "C", "C", "C", "O", "H", "H", "H", "H", "H", "H", "H", "H", "H", "H"], "xyz": [[-2.36289, 1.24640, 0.31374], [-1.88161, -0.04769, -0.20148], [-0.59404, -0.41988, 0.29702], [0.52274, 0.46775, 0.10384], [1.70783, -0.24929, -0.53659], [2.30649, -1.27687, 0.37242], [2.10875, -1.31053, 1.55886], [-1.56355, 1.85608, 0.45781], [-2.96072, 1.68324, -0.37685], [-2.61089, -0.79682, 0.11256], [-1.83087, -0.05400, -1.29084], [-0.58292, -0.93694, 1.15886], [0.80967, 0.97096, 1.02409], [0.23072, 1.23569, -0.62328], [2.44266, 0.48218, -0.88354], [1.32371, -0.77488, -1.40880], [2.93492, -2.07538, -0.07783]], "forces_ev_per_a": [[0.19, 0.01, 0.05], [-0.08, 0.10, 0.33], [-0.07, -0.60, 0.03], [-0.03, 0.21, -0.55], [-0.45, 0.08, 0.11], [0.29, -0.30, 0.15], [-0.10, 0.07, 0.16], [-0.21, 0.06, -0.07], [-0.03, 0.14, 0.06], [0.16, -0.16, -0.15], [-0.09, 0.07, -0.26], [-0.06, 0.21, 0.15], [0.18, 0.11, 0.12], [-0.08, 0.03, 0.21], [0.27, -0.20, 0.07], [0.11, -0.07, -0.26], [-0.01, 0.24, -0.15]], "nbo_charge": [-0.8525, -0.0372, -0.6621, -0.2215, -0.5213, 0.4490, -0.5303, 0.3500, 0.3519, 0.1851, 0.1448, 0.3861, 0.1989, 0.1912, 0.2320, 0.2273, 0.1085]}

=====

Entry 2:
{"formula": "C4H10N2O", "method": "the ωB97M-V functional and the def2-TZVPD basis", "relative_energy_kcal_mol": 59.3, "homo_lumo_gap_ev": 10.102, "energy_ev": -9336.415, "e_lumo_ev": 0.89, "smiles": "NCCNCC=O", "charge": 0, "symbols": ["N", "C", "C", "N", "C", "C", "O", "H", "H", "H", "H", "H", "H", "H", "H", "H", "H"], "xyz": [[-0.46267, -2.92038, -1.06026], [-1.28674, -2.04741, -0.12227], [-0.41799, -1.10353, 0.70495], [0.01174, 0.02178, -0.19384], [0.81789, 1.09159, 0.44647], [0.40898, 2.45642, 0.05366], [1.13340, 3.46140, 0.12864], [-1.08583, -3.52857, -1.61448], [-0.07243, -3.70935, -0.48763], [-1.77791, -2.71239, 0.62548], [-2.00326, -1.47259, -0.70919], [0.46946, -1.60362, 1.12955], [-0.90232, -0.75986, 1.64481], [0.48713, -0.53156, -0.90726], [0.57551, 0.97694, 1.45423], [1.92528, 1.00485, 0.22579], [-0.65920, 2.55274, -0.10859]], "forces_ev_per_a": [[-0.35, -1.10, 1.06], [0.54, -1.61, 0.73], [0.69, 0.97, -0.06], [-0.34, -0.76, 0.55], [1.52, -1.77, -2.71], [1.19, 2.86, 0.97], [-1.44, -2.47, -0.47], [-0.08, 1.03, -0.09], [0.09, 1.34, -0.25], [-0.25, 0.51, -0.60], [0.01, -0.12, 0.14], [-0.05, -0.37, -0.39], [-0.35, 0.18, -0.92], [0.25, 0.94, -0.20], [0.18, 0.24, 2.08], [-1.04, -0.07, 0.69], [-0.58, 0.19, -0.54]], "nbo_charge": [-0.8429, -0.2329, -0.2322, -0.6389, -0.3391, 0.4318, -0.5217, 0.3569, 0.3458, 0.1752, 0.2105, 0.1696, 0.1946, 0.3782, 0.2197, 0.2095, 0.1158]}

=====

Entry 3:
{"formula": "C4H10N2O", "method": "the ωB97M-V functional and the def2-TZVPD basis", "relative_energy_kcal_mol": 114.4, "homo_lumo_gap_ev": [7.589, 7.098], "energy_ev": -9334.026, "e_lumo_ev": [0.89, 0.76], "charge": 0, "symbols": ["C", "C", "N", "C", "O", "H", "H", "H", "H", "H", "H", "H", "C", "N", "H", "H", "H"], "xyz": [[-0.47326, 0.98268, 1.27571], [-0.49306, 0.58471, -0.18421], [-0.61033, -1.83744, 0.27495], [-0.94457, -0.76110, -0.56576], [-1.14311, 1.61685, -0.88319], [-1.06599, 1.44743, -1.83020], [0.34323, -1.74812, 0.64537], [-0.70003, -2.73058, -0.19532], [-1.81739, -0.87208, -1.19674], [-1.50168, 1.11918, 1.60746], [-0.02103, 0.21580, 1.90106], [0.06464, 1.92173, 1.40289], [2.00561, 0.07350, -0.13235], [0.97183, 0.36427, -0.88580], [0.44616, -0.40704, -1.55042], [2.90140, -0.31140, -0.59961], [2.03758, 0.34162, 0.91616]], "forces_ev_per_a": [[0.34, -0.10, -0.18], [0.61, 0.02, -0.53], [0.12, 0.04, 0.18], [0.15, -0.11, -0.20], [0.32, -0.32, 0.08], [0.01, -0.04, 0.05], [-0.13, -0.04, -0.08], [0.01, 0.08, 0.07], [-0.01, 0.02, 0.06], [0.00, -0.01, -0.08], [0.00, -0.02, -0.02], [0.00, 0.01, 0.01], [0.38, -0.53, 0.14], [-2.28, 1.02, 0.38], [0.63, 0.08, 0.20], [-0.06, -0.19, 0.00], [-0.10, 0.08, -0.07]], "nbo_charge": [-0.6453, 0.3668, -0.8127, -0.2173, -0.6985, 0.4754, 0.3592, 0.3734, 0.2098, 0.2406, 0.2177, 0.2260, -0.2782, -0.5319, 0.3467, 0.1874, 0.1811]}

=====

Entry 4:
{"formula": "C4H10N2O", "method": "the ωB97M-V functional and the def2-TZVPD basis", "relative_energy_kcal_mol": 61.8, "homo_lumo_gap_ev": 9.734, "energy_ev": -9336.307, "e_lumo_ev": 0.74, "smiles": "C/N=C\\N.C=CO", "charge": 0, "symbols": ["C", "N", "C", "N", "H", "H", "H", "H", "H", "H", "C", "C", "O", "H", "H", "H", "H"], "xyz": [[-0.89999, 1.84790, -0.03991], [-1.32162, 0.68804, -0.81541], [-0.64778, 0.38570, -1.85508], [0.67294, 0.64974, -2.08744], [-1.43221, 1.86495, 0.90963], [-1.16726, 2.77515, -0.55542], [0.16869, 1.91858, 0.21484], [-1.15004, -0.09165, -2.69120], [1.24296, 0.84660, -1.27894], [1.14870, 0.13216, -2.80855], [1.66670, -1.34967, 2.19807], [0.73387, -1.50511, 1.27634], [-0.50693, -0.95618, 1.36323], [2.60320, -1.87327, 2.06117], [1.52441, -0.72496, 3.06561], [0.92023, -2.13067, 0.40574], [-0.71165, -0.46267, 0.54505]], "forces_ev_per_a": [[0.44, -0.04, 0.78], [-0.56, 0.97, -0.79], [0.29, -0.16, 0.20], [0.16, 0.23, -0.02], [-0.02, -0.12, -0.01], [0.00, -0.18, -0.20], [-0.04, -0.11, -0.07], [0.02, -0.59, 0.12], [0.01, 0.14, -0.08], [-0.18, 0.07, -0.02], [0.27, -0.14, -0.06], [-0.06, 0.08, -0.18], [0.10, 0.25, 0.09], [0.01, 0.04, 0.14], [-0.06, 0.01, 0.09], [-0.06, 0.00, -0.07], [-0.33, -0.44, 0.07]], "nbo_charge": [-0.4552, -0.5668, 0.3207, -0.8182, 0.2152, 0.2062, 0.1649, 0.1693, 0.3928, 0.3950, -0.4976, 0.1350, -0.7184, 0.2004, 0.2061, 0.1515, 0.4990]}

=====

Entry 5:
{"formula": "C4H10N2O", "method": "the ωB97M-V functional and the def2-TZVPD basis", "relative_energy_kcal_mol": 23.8, "homo_lumo_gap_ev": 10.135, "energy_ev": -9337.955, "e_lumo_ev": 0.85, "smiles": "CNC(=O)[C@H](C)N", "charge": 0, "symbols": ["C", "N", "C", "O", "C", "C", "N", "H", "H", "H", "H", "H", "H", "H", "H", "H", "H"], "xyz": [[-0.94666, 1.12166, 1.75049], [-0.22611, -0.14292, 1.67293], [0.51866, -0.66280, 0.63241], [1.24569, -1.60489, 0.80368], [0.33723, 0.02830, -0.72985], [-0.63807, -0.79107, -1.55634], [1.53511, 0.32751, -1.52440], [-1.12982, 1.34554, 2.79124], [-1.87912, 1.08901, 1.18546], [-0.31304, 1.86028, 1.26247], [0.13749, -0.66469, 2.45199], [-0.08975, 1.01864, -0.56295], [-0.18046, -1.76685, -1.74265], [-1.60009, -0.93665, -1.06018], [-0.88351, -0.33064, -2.51006], [2.27520, 0.64581, -0.90973], [1.83723, -0.53622, -1.95449]], "forces_ev_per_a": [[0.71, -0.57, -0.69], [0.79, -1.18, -0.64], [-0.89, 1.76, -0.75], [0.67, -0.84, 0.08], [-0.30, 0.92, -0.27], [-0.18, -0.31, -0.09], [-0.29, -0.63, 0.45], [-0.05, 0.22, 0.09], [-0.12, -0.11, 0.22], [-0.19, 0.53, 0.42], [-0.66, 0.41, 0.99], [-0.28, -0.11, 0.19], [-0.19, -0.04, -0.03], [0.17, -0.11, 0.24], [0.31, 0.20, -0.10], [0.13, -0.06, -0.11], [0.36, -0.08, -0.02]], "nbo_charge": [-0.4088, -0.6380, 0.6665, -0.6202, -0.1486, -0.6091, -0.8094, 0.2179, 0.1981, 0.1955, 0.4039, 0.1838, 0.2144, 0.2152, 0.2211, 0.3602, 0.3575]}

=====

Entry 6:
{"formula": "C4H10N2O", "method": "the ωB97M-V functional and the def2-TZVPD basis", "relative_energy_kcal_mol": 57.8, "homo_lumo_gap_ev": 9.404, "energy_ev": -9336.483, "e_lumo_ev": 0.71, "smiles": "[H]/N=C(\\[O-])[N+](C)(C)C", "charge": 0, "symbols": ["H", "N", "C", "O", "N", "C", "C", "C", "H", "H", "H", "H", "H", "H", "H", "H", "H"], "xyz": [[1.70753, -1.22281, -2.26339], [0.95200, -0.92806, -1.67797], [1.32434, -0.22193, -0.67606], [2.30627, 0.28886, -0.15139], [-0.05807, 0.05213, 0.11748], [-1.21217, -0.63584, -0.71457], [-0.22567, 1.53437, 0.23929], [0.09303, -0.46550, 1.50903], [-1.95558, -0.88273, 0.02818], [-1.55059, 0.09027, -1.45647], [-1.02692, -1.54420, -1.31622], [-1.13557, 1.76301, 0.80204], [-0.26658, 1.97307, -0.75663], [0.63526, 1.97026, 0.76245], [0.27912, -1.53708, 1.46899], [0.94781, 0.01264, 2.00434], [-0.81421, -0.24645, 2.08091]], "forces_ev_per_a": [[0.75, 0.10, -0.20], [0.78, -0.03, -0.30], [0.25, -0.20, -0.37], [-0.47, -0.14, -0.03], [-0.35, -0.36, -0.38], [-0.24, 0.61, 0.86], [-0.17, -0.05, -0.22], [-0.14, -0.25, -0.10], [-0.61, 0.35, 0.18], [-0.08, 0.08, 0.43], [0.75, 0.70, 1.08], [0.05, -0.09, -0.17], [-0.11, -0.08, 0.01], [-0.16, -0.46, -0.18], [-0.11, -0.01, -0.01], [-0.21, -0.04, -0.46], [0.08, -0.13, -0.14]], "nbo_charge": [0.3621, -0.8973, 0.7409, -0.6986, -0.3025, -0.3959, -0.4129, -0.4143, 0.1822, 0.2180, 0.2821, 0.2018, 0.2231, 0.2439, 0.2243, 0.2432, 0.2000]}